Entry from the OMol25 dataset: C24H42I2N4O3P2PbS3 as an isolated structure (wB97M-V/def2-TZVPD).

The total energy is -110210.99594 eV. The HOMO energy comes out at -7.3 eV. The energy relative to the best compared isomer or geometry (same formula, charge and spin) is 0.489 eV. As for the LUMO energy: 0.0169 hartree. As for the HOMO-LUMO gap: 7.7 eV.

Geometry (Å):
Pb -2.11 0.90 -1.36
C -1.37 3.83 2.17
C -2.87 3.77 2.47
S -3.76 2.68 1.33
C -4.75 1.68 2.46
C -4.00 0.76 3.43
S -2.75 -0.28 2.63
C -1.31 0.10 3.65
C -0.78 1.54 3.63
S -0.51 2.25 1.98
H -0.87 4.43 2.94
H -1.19 4.33 1.21
H -3.28 4.77 2.38
H -3.06 3.43 3.48
H -5.38 1.07 1.79
H -5.42 2.34 3.01
H -4.72 0.11 3.92
H -3.52 1.35 4.21
H -0.55 -0.58 3.29
H -1.54 -0.17 4.69
H 0.17 1.57 4.17
H -1.46 2.20 4.16
I -3.50 3.50 -2.42
C -1.69 4.10 -3.27
C -1.75 5.15 -4.15
C -0.55 5.69 -4.66
C 0.65 5.19 -4.24
C 0.71 4.11 -3.31
C 1.97 3.65 -2.84
C 2.03 2.62 -1.95
C 0.85 1.96 -1.54
C -0.40 2.35 -1.97
C -0.48 3.49 -2.83
H -2.70 5.57 -4.44
H -0.59 6.51 -5.37
H 1.58 5.62 -4.60
H 2.87 4.14 -3.20
H 3.00 2.29 -1.58
H 0.93 1.11 -0.88
C 3.54 -0.97 -0.22
N 2.88 -1.02 1.09
C 2.97 0.24 1.84
P 1.54 -1.93 1.37
O 0.34 -1.23 1.87
O 1.32 -2.67 -0.05
P 0.29 -2.32 -1.25
O -0.21 -0.92 -1.24
N 1.20 -2.73 -2.54
C 1.11 -1.95 -3.77
C 2.28 -3.71 -2.51
N -0.94 -3.37 -1.08
C -2.01 -3.03 -0.12
C -0.77 -4.79 -1.32
N 2.01 -3.15 2.37
C 0.94 -4.02 2.90
C 3.26 -3.86 2.12
H 4.57 -0.65 -0.08
H 3.06 -0.27 -0.90
H 3.56 -1.95 -0.69
H 4.02 0.46 2.06
H 2.43 0.18 2.78
H 2.55 1.08 1.27
H 0.27 -1.26 -3.75
H 0.99 -2.61 -4.63
H 2.03 -1.36 -3.91
H 2.35 -4.20 -1.54
H 3.24 -3.21 -2.71
H 2.13 -4.47 -3.28
H -1.95 -1.99 0.19
H -1.93 -3.65 0.77
H -2.99 -3.20 -0.58
H -0.08 -4.96 -2.16
H -1.73 -5.23 -1.60
H -0.39 -5.31 -0.44
H 0.01 -3.46 3.00
H 1.23 -4.39 3.88
H 0.77 -4.88 2.25
H 4.01 -3.17 1.75
H 3.13 -4.67 1.39
H 3.62 -4.30 3.05
I -2.54 -0.20 -3.98